[1]
Formula: C49H64N3P2PtSSi
Source: OMol25
Level of theory: ωB97M-V/def2-TZVPD

The geometry in XYZ format:
```
121
Properties=species:S:1:pos:R:3:mulliken_charge:R:1
Pt -0.056 0.499 0.576 2.641
C 0.367 4.066 1.171 -1.721
Si 0.103 2.698 -0.132 1.545
C -1.527 3.225 -0.940 0.580
C -1.717 4.466 -1.551 -0.308
C -2.966 4.855 -2.005 -1.005
C -4.050 3.999 -1.853 -0.979
C -3.881 2.771 -1.237 -0.447
C -2.623 2.382 -0.772 0.267
P -2.353 0.823 0.146 -1.330
C -3.752 0.935 1.367 0.017
C -3.997 -0.351 2.163 -1.790
C -2.947 -0.553 3.252 0.155
C -2.894 0.659 4.182 -1.231
C -2.527 1.903 3.374 0.658
C -3.582 2.151 2.296 -1.885
C -2.824 -0.514 -1.056 0.626
C -1.928 -0.354 -2.303 -0.791
C -2.309 -1.408 -3.342 -0.814
C -3.749 -1.177 -3.854 -0.920
C -4.544 -0.258 -2.921 -1.064
C -4.313 -0.656 -1.462 -0.807
C 1.505 2.630 -1.420 0.729
C 1.598 3.529 -2.481 -0.809
C 2.664 3.492 -3.367 -0.940
C 3.674 2.561 -3.181 -1.243
C 3.600 1.658 -2.131 -0.544
C 2.510 1.662 -1.261 0.373
P 2.312 0.538 0.173 -0.720
C 3.590 1.179 1.377 -0.114
C 5.023 0.785 1.006 0.192
C 5.998 1.502 1.940 -0.991
C 5.991 3.018 1.671 -0.837
C 4.672 3.478 1.036 -1.086
C 3.466 2.712 1.579 0.454
C 2.787 -1.214 -0.274 1.144
C 3.836 -1.460 -1.364 -1.024
C 3.883 -2.956 -1.693 -0.974
C 4.098 -3.840 -0.443 -0.710
C 4.248 -3.006 0.827 -1.247
C 3.058 -2.061 1.000 -0.057
H 0.963 4.879 0.748 0.520
H 0.859 3.707 2.075 0.415
H -0.604 4.475 1.456 0.391
H -0.878 5.146 -1.655 0.384
H -3.100 5.825 -2.466 0.442
H -5.030 4.295 -2.202 0.448
H -4.745 2.127 -1.130 0.494
H -4.624 1.110 0.734 1.026
H -4.016 -1.212 1.487 0.315
H -4.984 -0.283 2.630 0.571
H -1.975 -0.668 2.770 -0.119
H -3.159 -1.468 3.811 0.766
H -2.177 0.495 4.991 0.126
H -3.875 0.805 4.645 0.608
H -1.556 1.749 2.891 -0.778
H -2.441 2.780 4.020 0.521
H -3.328 3.035 1.708 0.446
H -4.543 2.352 2.779 0.546
H -2.526 -1.436 -0.551 0.405
H -0.877 -0.417 -2.017 -0.105
H -2.060 0.641 -2.735 0.568
H -2.238 -2.398 -2.879 0.233
H -1.601 -1.391 -4.171 0.544
H -4.265 -2.136 -3.931 0.359
H -3.733 -0.741 -4.854 0.337
H -5.608 -0.318 -3.159 0.499
H -4.243 0.779 -3.072 0.289
H -4.609 -1.703 -1.348 0.499
H -4.968 -0.084 -0.804 0.478
H 0.820 4.269 -2.625 0.235
H 2.711 4.187 -4.196 0.445
H 4.521 2.529 -3.854 0.446
H 4.403 0.946 -2.014 0.454
H 3.345 0.697 2.329 1.428
H 5.248 1.077 -0.021 0.035
H 5.156 -0.292 1.089 -0.269
H 7.001 1.096 1.807 0.422
H 5.708 1.297 2.975 0.352
H 6.812 3.276 0.999 0.383
H 6.166 3.557 2.604 0.365
H 4.711 3.350 -0.048 0.148
H 4.530 4.544 1.221 0.629
H 2.573 3.092 1.084 -1.126
H 3.354 2.929 2.645 0.607
H 1.853 -1.569 -0.706 -0.367
H 4.824 -1.120 -1.048 0.345
H 3.560 -0.918 -2.267 0.469
H 4.677 -3.124 -2.422 0.504
H 2.946 -3.234 -2.182 0.279
H 4.981 -4.468 -0.569 0.459
H 3.248 -4.516 -0.317 0.302
H 5.185 -2.446 0.789 0.300
H 4.312 -3.668 1.693 0.519
H 3.219 -1.426 1.875 0.281
H 2.180 -2.673 1.217 0.080
N 0.122 -1.811 4.539 0.395
C 0.128 -1.002 5.648 -0.196
C -0.205 -1.522 6.905 -0.986
C -0.206 -0.707 8.014 -0.554
C 0.120 0.650 7.906 -0.771
C 0.451 1.179 6.679 -0.548
C 0.464 0.359 5.551 0.851
S 1.024 0.966 4.022 0.104
N 0.576 -0.123 2.917 0.117
C 0.181 -1.393 3.228 -0.407
C -0.172 -2.273 2.180 0.964
C -0.482 -3.643 2.403 -1.593
C -0.710 -4.482 1.350 -1.252
C -0.645 -3.969 0.046 -1.630
C -0.394 -2.623 -0.106 -0.313
N -0.182 -1.770 0.898 0.763
H -0.065 -2.785 4.708 0.061
H -0.472 -2.569 6.990 0.442
H -0.473 -1.120 8.976 0.420
H 0.118 1.279 8.785 0.432
H 0.704 2.227 6.571 0.516
H -0.520 -4.042 3.407 0.493
H -0.932 -5.528 1.515 0.484
H -0.797 -4.600 -0.817 0.601
H -0.360 -2.203 -1.104 0.660
```

Properties
- Kohn-Sham gap (spin up / spin down) (eV) = 6.67 / 5.60
- charge = +1
- 2S+1 = 3
- HOMO energy (spin up / spin down) (eV) = -8.452 / -10.226

=====

[2]
Formula: C49H65Br2FIrN3P2
Source: OMol25
Level of theory: ωB97M-V/def2-TZVPD

The geometry in XYZ format:
```
123
Properties=species:S:1:pos:R:3:mulliken_charge:R:1
Ir 0.270 0.427 -1.643 2.017
C -1.504 5.056 0.400 -1.456
C -0.543 4.072 1.072 0.641
C -0.342 4.414 2.548 -1.504
P -0.988 2.323 0.611 1.245
C -2.724 1.995 1.215 2.482
C -3.716 2.339 0.095 -1.333
C -3.230 2.628 2.514 -1.668
C 0.109 1.326 1.692 -0.154
C -0.066 1.162 3.068 -0.387
C 0.784 0.394 3.851 1.000
C 0.620 0.314 5.343 -2.069
C 1.827 -0.279 3.215 -1.335
C 2.040 -0.121 1.863 -0.082
C 1.217 0.703 1.102 -1.311
N 1.536 0.879 -0.286 0.604
C 2.864 1.283 -0.610 0.165
C 3.720 1.913 0.296 -0.376
C 5.006 2.244 -0.089 -1.053
C 5.496 1.943 -1.362 0.145
C 6.907 2.287 -1.749 -1.679
C 4.627 1.345 -2.262 -0.327
C 3.309 1.051 -1.916 -0.339
P 2.074 0.299 -3.017 0.600
C 2.089 1.233 -4.621 1.000
C 3.332 0.985 -5.485 -1.573
C 0.850 0.974 -5.498 -1.631
C 2.860 -1.319 -3.418 0.672
C 3.088 -2.131 -2.144 -1.860
C 2.219 -2.178 -4.514 -1.575
H -1.070 6.058 0.392 0.463
H -2.448 5.114 0.944 0.236
H -1.733 4.781 -0.633 0.250
H 0.437 4.184 0.596 0.244
H -1.257 4.319 3.130 0.199
H -0.012 5.453 2.626 0.527
H 0.426 3.793 3.008 0.274
H -2.718 0.911 1.351 -1.879
H -3.880 3.417 0.043 0.417
H -4.683 1.872 0.296 0.437
H -3.374 2.003 -0.883 0.062
H -3.277 3.714 2.442 0.224
H -2.638 2.370 3.389 0.335
H -4.249 2.277 2.700 0.475
H -0.902 1.648 3.552 -0.006
H -0.362 0.662 5.660 0.457
H 1.367 0.941 5.836 0.393
H 0.758 -0.706 5.705 0.426
H 2.479 -0.930 3.788 0.434
H 2.860 -0.630 1.375 0.964
H 3.382 2.138 1.297 0.573
H 5.655 2.737 0.626 0.438
H 7.598 2.103 -0.925 0.402
H 6.991 3.343 -2.017 0.322
H 7.236 1.700 -2.606 0.381
H 4.999 1.089 -3.246 0.148
H 2.110 2.270 -4.304 0.443
H 3.407 -0.055 -5.802 0.335
H 4.266 1.284 -5.013 0.307
H 3.225 1.589 -6.389 0.496
H 1.027 0.119 -6.151 0.434
H 0.674 1.840 -6.139 0.451
H -0.058 0.763 -4.941 0.280
H 3.828 -0.976 -3.798 0.874
H 3.582 -3.072 -2.395 0.678
H 3.710 -1.605 -1.420 0.271
H 2.130 -2.372 -1.675 -0.090
H 1.507 -2.881 -4.086 0.357
H 3.004 -2.747 -5.016 0.417
H 1.689 -1.599 -5.270 0.167
C -4.310 -2.649 3.516 -1.559
C -2.996 -1.863 3.493 2.093
C -2.897 -1.035 4.782 -1.527
C -1.772 -2.753 3.333 0.257
C -1.420 -3.585 4.389 -0.291
C -0.278 -4.366 4.345 -1.726
C 0.565 -4.290 3.250 -0.918
C 0.285 -3.444 2.184 0.798
C 1.144 -3.455 0.929 2.820
C 2.643 -3.615 1.206 -1.355
C 0.657 -4.570 -0.006 -1.349
C -0.917 -2.707 2.209 0.190
N -1.243 -1.956 1.063 0.891
C -2.369 -2.334 0.409 0.698
C -2.956 -3.621 0.497 -1.178
C -4.070 -3.961 -0.242 -0.796
C -4.673 -3.025 -1.074 -0.839
C -4.121 -1.754 -1.202 -0.924
C -2.981 -1.452 -0.504 -0.317
F -2.440 -0.228 -0.704 0.848
H -5.144 -1.975 3.727 0.453
H -4.287 -3.402 4.307 0.349
H -4.512 -3.154 2.574 0.307
H -3.023 -1.170 2.649 -1.049
H -3.211 -1.624 5.647 0.476
H -3.555 -0.166 4.727 0.391
H -1.881 -0.693 4.962 0.149
H -2.059 -3.626 5.264 0.378
H -0.044 -5.034 5.165 0.395
H 1.451 -4.912 3.225 0.344
H 0.967 -2.501 0.422 -1.694
H 2.845 -4.327 2.006 0.436
H 3.114 -2.675 1.488 0.150
H 3.154 -3.986 0.316 0.374
H 0.798 -5.549 0.459 0.339
H 1.210 -4.558 -0.948 0.441
H -0.403 -4.455 -0.240 0.190
H -2.485 -4.351 1.142 0.411
H -4.482 -4.958 -0.163 0.478
H -5.561 -3.282 -1.635 0.442
H -4.552 -1.010 -1.859 0.498
Br -0.613 -1.524 -2.884 -0.584
Br 0.718 3.812 -2.186 0.086
C -0.869 3.109 -2.922 0.276
C -1.707 3.999 -3.575 -0.887
C -2.890 3.523 -4.103 -0.660
C -3.196 2.181 -3.948 -0.897
C -2.307 1.366 -3.280 -0.515
N -1.137 1.812 -2.774 0.828
H -1.422 5.037 -3.656 0.568
H -3.563 4.193 -4.621 0.452
H -4.114 1.762 -4.334 0.534
H -2.508 0.318 -3.143 0.248
```

Properties
- Kohn-Sham gap (spin up / spin down) (eV) = 6.54 / 6.70
- charge = +1
- 2S+1 = 2
- HOMO energy (spin up / spin down) (eV) = -9.900 / -10.100

=====

[3]
Formula: C49H67N7O18
Source: OMol25
Level of theory: ωB97M-V/def2-TZVPD

The geometry in XYZ format:
```
141
Properties=species:S:1:pos:R:3:mulliken_charge:R:1
N 3.306 -0.201 4.993 -0.446
C 2.170 -0.645 4.432 -0.305
C 1.893 -1.994 4.278 0.497
C 2.840 -2.926 4.657 -0.618
C 4.022 -2.479 5.235 -0.473
C 4.183 -1.118 5.395 -0.353
H 1.491 0.089 4.014 0.516
H 0.920 -2.277 3.899 -0.025
H 2.694 -3.992 4.533 0.423
H 4.764 -3.214 5.513 0.433
H 5.098 -0.735 5.837 0.375
N -4.155 -2.197 0.102 -0.009
C -4.276 -2.529 -1.181 -0.133
C -5.438 -2.297 -1.912 -0.495
C -6.557 -1.786 -1.270 -0.449
C -6.451 -1.552 0.108 -0.812
C -5.236 -1.743 0.744 0.062
H -3.367 -2.908 -1.629 0.256
H -5.605 -2.610 -2.936 0.440
H -7.476 -1.537 -1.780 0.455
H -7.312 -1.100 0.584 0.386
H -5.106 -1.411 1.766 0.211
N 3.739 1.449 -4.392 -0.533
C 3.440 2.747 -4.576 -0.642
C 2.333 3.405 -4.083 -0.738
C 1.399 2.628 -3.410 -0.086
C 1.595 1.269 -3.307 1.296
C 2.765 0.722 -3.818 -1.179
H 4.224 3.254 -5.131 0.421
H 2.173 4.452 -4.299 0.486
H 0.437 3.056 -3.154 0.549
H 0.891 0.583 -2.851 -0.523
H 2.893 -0.353 -3.848 0.772
C -5.935 2.028 -0.855 -0.106
C -4.750 2.713 -1.477 -0.121
O -3.719 2.457 -0.534 -0.129
C -4.283 2.131 0.657 0.545
O -3.711 1.836 1.656 -0.439
O -5.621 2.088 0.538 -0.396
H -6.021 0.983 -1.162 -0.090
H -6.883 2.521 -1.062 0.394
H -4.818 3.793 -1.616 0.287
H -4.520 2.220 -2.422 0.016
C -0.648 1.722 -6.177 -0.173
C -1.450 0.519 -6.681 -0.326
O -2.297 0.192 -5.615 -0.393
C -2.119 1.014 -4.573 0.560
O -2.706 0.899 -3.537 -0.375
O -1.218 1.944 -4.870 -0.237
H -0.881 2.620 -6.746 0.359
H 0.423 1.549 -6.121 0.060
H -0.807 -0.334 -6.923 0.262
H -2.012 0.727 -7.595 0.262
C -0.750 -3.644 -4.960 -0.583
C -1.625 -2.693 -4.164 0.036
O -0.743 -2.174 -3.182 0.392
C 0.514 -2.560 -3.421 0.100
O 1.438 -2.340 -2.708 -0.360
O 0.581 -3.295 -4.562 -0.438
H -0.903 -3.660 -6.035 0.321
H -0.888 -4.672 -4.616 0.320
H -2.451 -3.223 -3.691 0.093
H -2.086 -1.927 -4.787 0.105
C 0.449 3.702 2.922 0.442
C -0.923 4.294 2.660 -0.016
O -0.685 5.712 2.839 -0.404
C 0.650 5.948 2.768 0.573
O 1.181 7.005 2.863 -0.555
O 1.306 4.785 2.625 -0.438
H 0.576 2.850 2.257 -0.333
H 0.559 3.462 3.980 0.364
H -1.655 3.939 3.380 0.249
H -1.292 4.161 1.643 0.035
C 0.973 5.251 -0.823 0.328
C 2.146 4.348 -0.469 1.750
O 3.268 5.143 -0.850 -0.445
C 2.892 6.434 -0.899 0.454
O 3.650 7.338 -1.098 -0.591
O 1.552 6.550 -0.888 -0.433
H 0.206 5.052 -0.078 0.176
H 0.607 4.955 -1.804 0.137
H 2.062 3.419 -1.034 -0.495
H 2.235 4.024 0.566 -0.793
C 4.009 2.733 2.690 -0.537
C 5.181 1.789 2.794 -0.230
O 5.052 0.985 1.607 -0.439
C 3.868 1.212 1.004 -0.247
O 3.505 0.762 -0.026 -0.147
O 3.180 2.162 1.689 0.584
H 4.219 3.779 2.469 0.310
H 3.445 2.693 3.626 0.334
H 5.145 1.138 3.664 0.025
H 6.137 2.306 2.731 0.288
C 4.152 -2.921 1.174 -0.459
C 5.086 -2.272 0.130 -0.545
C 4.318 -2.045 -1.176 0.974
C 5.049 -1.130 -2.061 -0.125
N 5.653 -0.398 -2.704 -0.584
H 3.970 -3.986 1.006 0.438
H 3.180 -2.432 1.073 -0.289
H 4.555 -2.823 2.180 0.285
H 5.928 -2.946 -0.053 0.519
H 5.574 -1.393 0.542 0.189
H 3.369 -1.558 -0.941 -0.854
H 4.025 -2.939 -1.725 0.626
C 0.457 -0.816 0.589 0.881
C -1.037 -0.495 0.519 0.740
C -1.447 0.231 -0.765 1.356
C -1.069 1.651 -0.783 -0.637
N -0.735 2.748 -0.851 -0.145
H 0.695 -1.383 -0.314 -0.519
H 0.694 -1.488 1.422 -0.206
H 1.102 0.047 0.751 -0.067
H -1.395 0.140 1.334 -0.410
H -1.595 -1.417 0.695 -0.293
H -2.536 0.225 -0.833 0.215
H -1.037 -0.233 -1.661 -0.934
C -1.956 -2.479 4.826 -1.221
C -2.984 -1.965 3.828 0.469
C -3.208 -0.428 3.930 -0.161
C -1.945 0.291 3.906 0.085
N -0.953 0.869 3.911 -0.403
H -2.349 -2.343 5.839 0.433
H -1.011 -1.946 4.809 0.080
H -1.852 -3.559 4.722 0.328
H -3.950 -2.464 3.892 0.506
H -2.658 -2.134 2.797 -0.453
H -3.703 -0.199 4.876 0.608
H -3.863 -0.111 3.120 -0.109
C -1.225 -5.606 2.229 -1.576
C -0.461 -4.380 1.732 1.325
C 0.167 -4.584 0.375 0.910
C -0.826 -4.938 -0.655 0.022
N -1.648 -5.199 -1.414 -0.645
H -1.998 -5.889 1.515 0.382
H -1.640 -5.460 3.224 0.369
H -0.530 -6.446 2.324 0.359
H 0.324 -4.133 2.454 -0.023
H -1.115 -3.507 1.796 -0.935
H 0.815 -5.465 0.309 0.539
H 0.710 -3.707 0.020 -0.697
```

Properties
- energy relative to the best compared isomer or geometry (same formula, charge and spin) (kcal/mol) = 0.0
- Kohn-Sham gap (eV) = 9.25
- 2S+1 = 1
- HOMO energy (eV) = -9.184

=====

> The lowest 2S+1 belongs to which entry?

C49H67N7O18

=====

> Which formula does entry 3 have?

C49H67N7O18

=====

> Number 3 is which compound?

C49H67N7O18